<A>
Here is the molecule C6H11NO from the OMol25 dataset. Energies are from ωB97M-V with the def2-TZVPD basis set.

Output
Gap between HOMO and LUMO   8.372 eV
SMILES string   C=C(C)/C(N)=C(\C)O
Charge   0
LUMO   0.74 eV

Each line ends with the Mulliken charge.
Cartesian coordinates (Å):
C: -0.0367 -0.6762 -1.4656  -1.070
C: 0.2245 -1.0282 -0.1101  0.503
C: 0.1284 -2.3950 0.4916  -1.315
C: 0.4697 0.1668 0.5216  0.199
N: 1.2035 0.4039 1.6886  -0.515
C: -0.1119 1.1894 -0.3102  0.697
C: -1.5894 1.4641 -0.3929  -1.336
O: 0.5671 2.3877 -0.4588  -0.542
H: 0.7227 -0.1945 -2.0657  0.275
H: -0.7711 -1.2340 -2.0509  0.306
H: 1.0075 -3.0079 0.2669  0.288
H: -0.7341 -2.9250 0.0743  0.327
H: 0.0180 -2.3460 1.5768  0.347
H: 2.1303 0.0115 1.7495  0.205
H: 1.1327 1.3250 2.0909  0.234
H: -2.1598 0.5538 -0.2294  0.348
H: -1.8617 2.2006 0.3739  0.350
H: -1.8544 1.8875 -1.3624  0.331
H: 1.5147 2.2166 -0.3881  0.368



<B>
Here is the molecule C6H11NO from the OMol25 dataset. Energies are from ωB97M-V with the def2-TZVPD basis set.

Output
Gap between HOMO and LUMO   8.209 eV
SMILES string   C/C(N)=C/C(C)=C/O
Charge   0
LUMO   0.87 eV

Each line ends with the Mulliken charge.
Cartesian coordinates (Å):
C: 2.3731 -0.8820 1.2803  -1.367
C: 1.1820 -0.1220 0.7732  0.688
N: 1.0079 1.1065 1.3891  -0.519
C: 0.3234 -0.6559 -0.1079  -0.620
C: -0.8507 -0.0183 -0.7010  0.860
C: -2.0986 -0.8640 -0.8138  -1.715
C: -0.8322 1.2333 -1.1661  -0.486
O: -1.8888 1.8965 -1.7250  -0.561
H: 2.3373 -0.9509 2.3666  0.343
H: 2.4019 -1.8836 0.8631  0.308
H: 3.2942 -0.3662 1.0064  0.341
H: 1.8480 1.6027 1.6377  0.230
H: 0.2795 1.6860 1.0056  0.287
H: 0.4713 -1.6884 -0.3919  0.253
H: -1.8870 -1.8824 -0.5009  0.383
H: -2.8909 -0.4764 -0.1706  0.351
H: -2.4697 -0.8956 -1.8401  0.413
H: 0.0529 1.8512 -1.1674  0.486
H: -2.6538 1.3093 -1.7373  0.324



<C>
Here is a cluster of 2 separate species, C6H11NO in total from the OMol25 dataset. Energies are from ωB97M-V with the def2-TZVPD basis set.

Output
Gap between HOMO and LUMO   8.678 eV
SMILES string   CCC(C)=O.C=C=N
Charge   0
LUMO   -0.48 eV

Each line ends with the Mulliken charge.
Cartesian coordinates (Å):
C: 1.2596 1.9673 0.1733  -1.215
C: 1.2896 0.4828 -0.1384  -0.541
C: 0.0517 -0.3887 0.6555  0.792
C: 0.3800 -1.8680 0.4862  -1.282
O: -0.2395 0.0999 1.7477  -0.632
H: 1.0694 2.1297 1.2336  0.283
H: 0.4960 2.4861 -0.4057  0.275
H: 2.2364 2.4174 -0.0106  0.390
H: 1.4271 0.2599 -1.1971  0.359
H: 2.1379 0.0351 0.3861  0.402
H: 1.3834 -2.0745 0.8523  0.398
H: -0.3846 -2.4583 0.9893  0.336
H: 0.3807 -2.1339 -0.5706  0.325
C: -1.4920 -0.1762 -1.5937  -0.933
C: -1.8729 -0.3071 -0.2978  0.693
N: -2.7848 -0.1802 0.5300  -0.572
H: -1.7130 0.7190 -2.1531  0.279
H: -1.1881 -1.0450 -2.1539  0.290
H: -2.4370 0.0348 1.4669  0.351



Quick look at relative energies in kcal/mol: <A> 37.5; <B> 0.0; <C> 61.1.



<A>
Here is a cluster of 2 separate species, C5H14N in total from the OMol25 dataset. Energies are from ωB97M-V with the def2-TZVPD basis set.

Output
Gap between HOMO and LUMO   10.127 eV
Charge   +1
LUMO   -3.39 eV

Each line ends with the Mulliken charge.
Cartesian coordinates (Å):
C: 1.5778 1.3125 -0.2784  -1.085
C: 1.4768 -0.0369 0.3577  -0.109
C: 0.7830 -1.1019 -0.0773  -0.077
C: 0.8154 -2.4494 0.5824  -1.177
H: 1.0800 1.2837 -1.2473  0.260
H: 1.1057 2.0796 0.3486  0.309
H: 2.5862 1.7026 -0.3992  0.388
H: 2.0109 -0.1628 1.2988  0.288
H: 0.4827 -1.0960 -1.1295  0.346
H: 1.2075 -2.3637 1.5947  0.331
H: -0.1879 -2.8810 0.5923  0.300
H: 1.4526 -3.1534 0.0473  0.320
C: -1.9848 1.2342 -0.8427  -0.722
N: -1.6742 0.4865 0.4189  -0.141
H: -1.3829 0.8450 -1.6573  0.294
H: -3.0351 1.1109 -1.0850  0.366
H: -1.7006 2.2707 -0.6955  0.343
H: -0.6114 0.3406 0.4443  -0.029
H: -2.0622 -0.4535 0.4982  0.407
H: -1.9394 1.0324 1.2290  0.389



<B>
Here is a cluster of 3 separate species, C5H14N in total from the OMol25 dataset. Energies are from ωB97M-V with the def2-TZVPD basis set.

Output
Gap between HOMO and LUMO   8.489 eV
Charge   +1
LUMO   -6.28 eV

Each line ends with the Mulliken charge.
Cartesian coordinates (Å):
C: 0.2450 0.4348 -0.2901  -0.033
C: 0.6320 -0.0060 1.0399  0.016
C: -0.2305 0.6310 2.1498  -1.200
C: -0.0798 -1.1135 0.2796  0.213
C: 0.8374 -2.3258 0.2175  -1.189
N: 0.6228 1.7330 -0.5920  -0.375
H: -0.8865 -0.5105 -2.4312  -0.300
H: -2.3707 2.8046 -2.7158  0.261
H: 1.7206 -0.0806 1.1310  0.550
H: -0.5823 -0.0719 2.9103  0.328
H: 0.3357 1.3859 2.7052  0.335
H: -1.0821 1.0740 1.6168  0.355
H: -1.1496 -1.2989 0.3389  0.454
H: -0.8389 -1.1811 -2.7506  0.285
H: 1.1411 -2.3510 1.2749  0.362
H: 0.5260 -3.3530 0.0607  0.350
H: 1.7523 -2.0839 -0.3208  0.306
H: -1.9603 2.2530 -2.4439  -0.275
H: 1.5044 1.8653 -1.0850  0.335
H: -0.1366 2.1947 -1.0951  0.223



<C>
Here is a cluster of 2 separate species, C5H14N in total from the OMol25 dataset. Energies are from ωB97M-V with the def2-TZVPD basis set.

Output
Gap between HOMO and LUMO   6.602 eV
Charge   +1
LUMO   -8.94 eV

Each line ends with the Mulliken charge.
Cartesian coordinates (Å):
C: -1.4067 1.2675 0.8476  -1.396
C: -0.2113 0.4033 0.2626  0.267
C: 1.1706 1.0477 0.6200  -0.618
C: 2.2965 0.5320 -0.2665  -0.495
C: 2.5378 -1.0003 -0.0633  -1.099
N: -0.3141 0.0254 -1.0166  -0.169
H: -1.5240 2.0567 0.1085  0.442
H: -2.3710 0.7633 0.7667  0.439
H: -1.2513 1.6526 1.8461  0.368
H: -0.2696 -0.5352 0.9698  0.415
H: 1.3395 0.9190 1.6916  0.427
H: 1.0281 2.0803 0.3241  0.352
H: 3.2508 1.0550 -0.2476  0.411
H: 2.0008 0.5924 -1.3161  0.310
H: 3.1823 -1.2094 0.7963  0.332
H: 3.2361 -1.3321 -0.8635  0.326
H: 1.6138 -1.5863 -0.0948  0.313
H: -6.5304 -3.1068 -1.8723  -0.002
H: -1.3281 -0.0842 -1.2116  0.373
H: -6.4498 -3.5408 -1.2808  0.002



Quick look at relative energies in kcal/mol: <A> 0.0; <B> 147.8; <C> 120.8.



<A>
Here is the molecule C3H4O2S2 from the OMol25 dataset. Energies are from ωB97M-V with the def2-TZVPD basis set.

Output
Gap between HOMO and LUMO   8.436 eV
SMILES string   COC(=S)C(=O)S
Charge   0
LUMO   -0.89 eV

Each line ends with the Mulliken charge.
Cartesian coordinates (Å):
C: -1.1862 1.1173 0.5824  -0.753
O: -0.0965 0.4870 1.2225  -0.297
C: 0.7457 -0.2738 0.5726  0.224
S: 1.9666 -1.0159 1.3650  -0.195
C: 0.6453 -0.3067 -0.9470  0.562
O: 0.4281 0.6705 -1.6365  -0.481
S: 0.7291 -1.9036 -1.8057  -0.183
H: -0.8651 1.8729 -0.1324  0.328
H: -1.8343 0.3951 0.1480  0.366
H: -1.7182 1.5953 1.3988  0.259
H: 1.1854 -2.6382 -0.7677  0.170



<B>
Here is the molecule C3H4O2S2 from the OMol25 dataset. Energies are from ωB97M-V with the def2-TZVPD basis set.

Output
Gap between HOMO and LUMO   8.930 eV
SMILES string   O=CSCOC=S
Charge   0
LUMO   -0.51 eV

Each line ends with the Mulliken charge.
Cartesian coordinates (Å):
O: 2.9437 -0.2484 0.2769  -0.458
C: 1.7347 -0.2688 0.4710  0.252
S: 0.8361 1.3178 0.5621  -0.019
C: -0.8817 0.7125 1.1331  -0.524
O: -1.9191 0.5911 0.1424  -0.310
C: -1.8270 -0.2882 -0.9341  0.069
S: -0.7680 -1.5459 -1.1595  -0.222
H: 1.0038 -1.1029 0.4933  0.169
H: -1.1919 1.4104 1.9001  0.330
H: -0.7044 -0.3553 1.4666  0.364
H: -2.5493 0.0226 -1.6759  0.350



<C>
Here is the molecule C3H4O2S2 from the OMol25 dataset. Energies are from ωB97M-V with the def2-TZVPD basis set.

Output
Gap between HOMO and LUMO   9.436 eV
SMILES string   O=C=CS[C@@H](O)S
Charge   0
LUMO   0.44 eV

Each line ends with the Mulliken charge.
Cartesian coordinates (Å):
O: -3.8400 -0.9514 0.0640  -0.325
C: -2.9718 -0.3071 0.3923  0.827
C: -1.9282 0.2957 0.7440  -0.786
S: -1.0624 1.0621 -0.6731  -0.083
C: 0.5821 0.2297 -0.7853  -0.032
O: 1.4997 0.8503 0.0387  -0.472
S: 0.5897 -1.5575 -0.5920  -0.255
H: -1.5737 0.5096 1.7396  0.331
H: 0.8120 0.2064 -1.8571  0.312
H: 1.4609 0.6554 0.9823  0.328
H: -0.3041 -2.1021 -1.5733  0.155



Quick look at relative energies in kcal/mol: <A> 0.0; <B> 11.1; <C> 24.4.



<A>
Here is a cluster of 2 separate species, C5H11ClNO in total from the OMol25 dataset. Energies are from ωB97M-V with the def2-TZVPD basis set.

Output
Gap between HOMO and LUMO   9.648 eV
Charge   +1
LUMO   -3.55 eV

Each line ends with the Mulliken charge.
Cartesian coordinates (Å):
C: 1.0954 -2.3363 -0.5643  -0.669
C: -0.1072 -1.8450 -0.3459  -0.216
C: 0.3023 1.1337 -1.6985  -0.772
C: -1.2427 0.2866 1.6033  -0.549
C: 0.0186 0.2920 0.5787  -0.028
N: -0.0359 1.4055 -0.2962  -0.073
O: 1.1719 0.3886 1.2271  -0.530
Cl: -2.5831 1.2602 1.1327  -0.184
H: 1.0368 -3.3425 -0.9134  0.306
H: 1.9119 -1.9106 -0.2366  0.383
H: -1.1121 -2.1286 -0.6582  0.393
H: -0.3112 0.3457 -2.1740  0.344
H: 0.2542 2.1583 -2.1672  0.381
H: 1.4330 0.7937 -1.8364  0.276
H: -1.5537 -0.7159 1.7098  0.422
H: -0.8998 0.5797 2.5645  0.394
H: -1.0028 1.8463 -0.1317  0.378
H: 0.6564 1.9592 0.2368  0.362
H: 0.9679 -0.1706 1.9693  0.381



<B>
Here is a cluster of 2 separate species, C5H11ClNO in total from the OMol25 dataset. Energies are from ωB97M-V with the def2-TZVPD basis set.

Output
Gap between HOMO and LUMO   8.937 eV
Charge   +1
LUMO   -3.97 eV

Each line ends with the Mulliken charge.
Cartesian coordinates (Å):
C: -2.3637 2.0048 -0.7028  -0.056
C: 0.2746 0.6634 1.4861  -1.009
C: 1.7377 -1.3562 1.1769  -1.228
C: 0.4815 -1.5102 -1.7075  -0.881
C: 0.8389 -0.4176 0.5832  1.183
N: 0.2857 -0.4166 -0.6273  0.070
O: -3.1212 3.0819 -0.6572  -0.303
Cl: -2.1259 1.3601 -2.2990  -0.113
H: 0.8836 1.4156 1.9147  0.371
H: -0.3000 0.1622 2.2461  0.359
H: -0.5692 1.2447 1.0628  0.112
H: 1.6345 -1.3210 2.3539  0.314
H: 2.7933 -1.1291 0.9269  0.334
H: 1.6348 -2.4404 0.9105  0.401
H: 1.2861 -2.1167 -1.4931  0.393
H: -0.4834 -2.0233 -1.8521  0.315
H: 0.7928 -0.9534 -2.6866  0.311
H: -0.3879 0.3327 -0.8377  0.022
H: -3.2921 3.4190 0.2023  0.406



Quick look at relative energies in kcal/mol: <A> 49.2; <B> 0.0.



<A>
Here is the ion C6H12NO with charge +1 from the OMol25 dataset. Energies are from ωB97M-V with the def2-TZVPD basis set.

Output
Gap between HOMO and LUMO (alpha / beta)   4.916 / 4.918 eV
Charge   +1
LUMO (alpha / beta)   -6.47 / -6.47 eV

Each line ends with the Mulliken charge.
Cartesian coordinates (Å):
C: 1.6211 2.6028 -0.9177  -0.920
C: 0.9389 1.4570 -0.9926  0.176
C: -0.1561 -0.9935 0.9875  -0.535
C: 1.3189 -2.7570 0.4840  0.082
C: -0.7947 -0.0949 -0.1726  0.142
C: -2.2917 0.0575 0.0651  -1.610
N: -0.1612 1.1715 -0.2339  -0.227
O: 0.1472 -2.2697 0.5087  -0.109
H: 2.4494 2.7959 -1.5702  0.260
H: 1.3604 3.3754 -0.2177  0.262
H: 1.2086 0.6878 -1.7021  0.254
H: 0.7283 -0.4975 1.4057  0.492
H: -0.9193 -1.1115 1.7613  0.315
H: 1.4367 -3.7225 0.0096  0.297
H: 2.1785 -2.2473 0.9101  0.287
H: -0.6183 -0.6216 -1.1171  0.367
H: -2.4835 0.5437 1.0193  0.425
H: -2.7794 -0.9128 0.0593  0.405
H: -2.7288 0.6638 -0.7241  0.400
H: -0.4553 1.8729 0.4374  0.238



<B>
Here is a cluster of 2 separate species, C6H12NO in total from the OMol25 dataset. Energies are from ωB97M-V with the def2-TZVPD basis set.

Output
Gap between HOMO and LUMO (alpha / beta)   5.926 / 5.925 eV
Charge   +1
LUMO (alpha / beta)   -5.95 / -5.95 eV

Each line ends with the Mulliken charge.
Cartesian coordinates (Å):
C: -0.6889 0.9364 0.6681  -1.503
C: 2.8618 -0.2084 0.1193  0.301
C: 2.2104 0.8200 0.8025  -0.106
C: -1.8092 0.4394 0.0152  0.789
C: 1.9944 -1.2186 -0.6288  -0.860
C: -2.1961 -1.0050 0.0764  -1.101
N: -2.4773 1.2849 -0.7871  -0.435
O: 2.5947 1.1412 -0.3868  -0.174
H: -0.2867 0.6132 1.5374  0.660
H: -0.3779 1.9274 0.5671  0.354
H: 3.9656 -0.5393 0.1523  0.382
H: 1.9636 -2.2770 -0.0513  0.324
H: 2.4375 -1.4680 -1.5568  0.378
H: 0.9381 -1.0397 -0.5182  0.051
H: -2.2964 -1.3984 1.1154  0.294
H: -1.5013 -1.5889 -0.3392  0.323
H: -3.2089 -1.0840 -0.5055  0.315
H: -3.2071 1.0645 -1.3904  0.215
H: -2.5742 2.2333 -0.3950  0.249
H: 1.6579 1.3671 1.5054  0.543



Quick look at relative energies in kcal/mol: <A> 0.0; <B> 51.9.